(1)
# C3H3ClO2

A molecular structure, C3H3ClO2 in a non-equilibrium geometry (ωB97M-V/def2-TZVPD, the OMol25 dataset).

```
9
Properties=species:S:1:pos:R:3:nbo_charge:R:1
C 0.378 -0.654 -0.506 0.6245
C -1.498 -0.261 -0.440 0.4439
C 0.975 0.039 0.668 -0.7691
O 0.814 -0.941 -1.563 -0.4537
O -2.576 -0.668 -0.218 -0.4850
Cl -1.374 1.500 -0.878 -0.1600
H 1.082 1.142 0.399 0.2882
H 1.959 -0.303 1.039 0.2609
H 0.240 0.146 1.498 0.2504
```

Molecular weight = 106.508 Da
2S+1 = 1
E_tot = -726.73158 hartree
Lowest unoccupied orbital energy = -0.0004 Eh
Energy relative to the best compared isomer or geometry (same formula, charge and spin) = 30.3 kcal per mole
Gap between HOMO and LUMO = 0.3547 Eh

(2)
# C3H3ClS

C3H3ClS in the gas phase in a non-equilibrium geometry (ωB97M-V/def2-TZVPD, the OMol25 dataset).

```
8
Properties=species:S:1:pos:R:3:nbo_charge:R:1
C -1.278 1.115 0.580 -0.3449
C -0.347 0.317 0.159 0.0779
C 0.360 -0.590 -0.385 -0.3980
S -3.247 -1.081 -0.390 -0.3997
Cl -2.981 0.767 0.206 0.3597
H -1.065 1.960 1.095 0.2354
H 0.828 -1.507 -0.061 0.2390
H 0.708 -0.667 -1.370 0.2306
```

Molecular weight = 106.577 Da
2S+1 = 1
E_tot = -974.31285 hartree
Lowest unoccupied orbital energy = 0.0095 Eh
Energy relative to the best compared isomer or geometry (same formula, charge and spin) = 82.1 kcal per mole
Gap between HOMO and LUMO = 0.3105 Eh

(3)
# C3H3ClS

C3H3ClS in the gas phase in a non-equilibrium geometry (ωB97M-V/def2-TZVPD, the OMol25 dataset).

```
8
Properties=species:S:1:pos:R:3:nbo_charge:R:1
C 0.924 -0.384 1.389 -0.2497
C 0.319 -0.039 0.351 0.0154
C -0.232 0.019 -0.824 -0.3518
S 1.482 -3.656 0.865 -0.3610
Cl 2.160 -1.884 1.547 0.2495
H 0.937 0.268 2.270 0.2416
H 0.146 0.671 -1.472 0.2124
H -1.189 -0.576 -1.108 0.2437
```

Molecular weight = 106.577 Da
2S+1 = 1
E_tot = -974.30788 hartree
Lowest unoccupied orbital energy = -0.0316 Eh
Energy relative to the best compared isomer or geometry (same formula, charge and spin) = 85.2 kcal per mole
Gap between HOMO and LUMO = 0.2716 Eh

(4)
# C3H3CoO2

A molecular structure, C3H3CoO2 in a non-equilibrium geometry (ωB97M-V/def2-TZVPD, the OMol25 dataset).

```
9
Properties=species:S:1:pos:R:3:mulliken_spin:R:1
C -1.070 0.963 -0.017 0.0205
C -0.950 -0.503 -0.137 0.0080
H -1.433 -1.087 0.664 0.0015
H -1.062 1.352 1.008 0.0007
H -1.238 -0.841 -1.149 0.0038
O 2.015 0.944 -0.185 0.0104
C 0.807 0.778 0.118 -0.0023
O 0.483 -0.614 0.010 -0.0525
Co 2.447 -0.992 -0.312 4.0098
```

Molecular weight = 129.988 Da
2S+1 = 5
E_tot = -1649.08728 hartree
Lowest unoccupied orbital energy (alpha / beta) = 0.0022 / -0.0582 Eh
Energy relative to the best compared isomer or geometry (same formula, charge and spin) = 59.0 kcal per mole
Gap between HOMO and LUMO (alpha / beta) = 0.2825 / 0.2342 Eh